Entry 1:
{
  "formula": "C5H13N2O",
  "method": "ωB97M-V with the def2-TZVPD basis set",
  "elements": ["C", "N", "C", "C", "C", "O", "C", "N", "H", "H", "H", "H", "H", "H", "H", "H", "H", "H", "H", "H", "H"],
  "positions_angstrom": [[-0.1351, 1.2960, -0.3367], [1.1768, 1.0153, 0.2597], [1.3099, 0.0141, 1.3013], [0.5544, -1.3165, 1.2388], [-0.9608, -1.3481, 1.4218], [-1.6627, -0.6508, 0.4108], [-0.0338, 1.2733, -1.8828], [-0.2767, -0.0868, -2.4350], [-0.4334, 2.2684, 0.0601], [-0.8765, 0.4836, 0.0421], [1.8190, 0.8626, -0.5105], [0.9192, 0.4186, 2.2507], [2.3725, -0.1934, 1.3846], [0.9727, -1.9495, 2.0309], [0.7758, -1.8501, 0.3038], [-1.4196, -2.3193, 1.1992], [-1.1788, -0.9093, 2.4101], [-0.8539, 1.8576, -2.2867], [0.9941, 1.5032, -2.1435], [-1.2051, -0.3405, -2.1331], [0.3429, -0.7721, -2.0286]],
  "mulliken_charge": [0.14, -0.30, -0.70, -0.53, -0.38, -0.45, -0.85, -0.63, 0.27, 0.02, 0.27, 0.28, 0.40, 0.35, 0.24, 0.33, 0.26, 0.33, 0.39, 0.30, 0.27],
  "max_force_ev_per_a": 2.5,
  "lumo_energy_ev": [1.0, -1.5],
  "e_homo_ha": [-0.319, -0.319],
  "multiplicity": 2
}



Entry 2:
{
  "formula": "C5H13N2O",
  "method": "ωB97M-V with the def2-TZVPD basis set",
  "elements": ["C", "C", "C", "N", "H", "H", "H", "H", "H", "H", "H", "H", "C", "C", "N", "O", "H", "H", "H", "H", "H"],
  "positions_angstrom": [[-0.9740, 1.0327, 1.9916], [-1.5029, 0.3653, 0.7862], [-2.2206, 0.9371, -0.2067], [-1.1223, -1.0132, 0.6104], [-1.1048, 2.1077, 1.8742], [-1.5789, 0.7124, 2.8617], [0.0847, 0.7959, 2.0787], [-2.6590, 0.3334, -0.9883], [-2.5188, 1.9992, -0.1035], [-0.6019, -1.3367, 1.4223], [-0.4745, -1.0313, -0.2195], [-1.8857, -1.6323, 0.3927], [2.3533, 0.5916, -0.7646], [2.0147, -0.9372, -0.9143], [0.7973, -1.2065, -1.6596], [2.7044, -1.8533, -0.4553], [2.6835, 0.9701, -1.7367], [3.1439, 0.6205, -0.0272], [1.4688, 1.1823, -0.4921], [0.6442, -0.4993, -2.3573], [0.7485, -2.1383, -2.0928]],
  "mulliken_charge": [-1.35, 0.64, -0.95, -0.05, 0.38, 0.37, 0.44, 0.30, 0.29, 0.41, 0.17, 0.42, -1.00, 0.65, -0.67, -0.52, 0.38, 0.28, 0.31, 0.25, 0.24],
  "total_charge": 1,
  "max_force_ev_per_a": 3.4,
  "lumo_energy_ev": -3.3,
  "e_homo_ha": -0.508,
  "multiplicity": 1
}



Entry 3:
{
  "formula": "C5H13N2O",
  "method": "ωB97M-V with the def2-TZVPD basis set",
  "elements": ["C", "O", "C", "C", "H", "H", "H", "H", "H", "H", "C", "N", "C", "N", "H", "H", "H", "H", "H", "H", "H"],
  "positions_angstrom": [[-0.6790, -0.9898, -1.9940], [-1.6031, -0.7507, -0.9203], [-0.0146, 0.3096, -2.3018], [1.2884, 0.5323, -2.2516], [-1.2055, -1.3689, -2.8712], [0.0562, -1.7463, -1.6955], [-2.2527, -1.4634, -0.9047], [-0.6680, 1.1177, -2.6104], [1.6926, 1.5036, -2.5039], [2.0043, -0.2626, -2.0642], [-1.1991, 1.0040, 2.5658], [1.7885, -0.4670, 1.0286], [0.5729, -0.0071, 1.2309], [0.1635, 0.5068, 2.3568], [-1.6585, 0.4677, 3.3923], [-1.7651, 0.8426, 1.6525], [-1.1657, 2.0677, 2.7894], [2.4978, -0.4138, 1.7444], [2.0803, -0.7175, 0.0984], [-0.1587, -0.0621, 0.4274], [0.8183, 0.5865, 3.1240]],
  "mulliken_charge": [-0.47, -0.55, -0.06, -0.80, 0.38, 0.27, 0.30, 0.32, 0.23, 0.37, -0.71, -0.27, 0.90, -0.17, 0.30, 0.28, 0.31, 0.21, 0.20, -0.25, 0.22],
  "total_charge": 1,
  "max_force_ev_per_a": 0.2,
  "lumo_energy_ev": -3.0,
  "e_homo_ha": -0.498,
  "multiplicity": 1
}



Entry 4:
{
  "formula": "C5H13N2O",
  "method": "ωB97M-V with the def2-TZVPD basis set",
  "elements": ["C", "N", "C", "N", "H", "H", "H", "H", "H", "H", "H", "C", "O", "C", "C", "H", "H", "H", "H", "H", "H"],
  "positions_angstrom": [[1.8939, -0.2955, -2.2385], [-1.5348, -1.0250, -1.2686], [-0.3829, -1.0244, -1.9010], [0.6502, -0.3707, -1.4530], [1.9019, 0.5704, -2.8955], [2.0220, -1.2184, -2.7982], [2.7200, -0.2144, -1.5355], [-1.6345, -0.5133, -0.4016], [-2.3415, -1.4788, -1.6647], [-0.2415, -1.6323, -2.7848], [0.5216, 0.3595, -0.7392], [0.2641, 1.4107, 1.6547], [-0.3362, 1.5754, 0.3393], [-0.6511, 0.6334, 2.5525], [-0.6819, -0.6925, 2.6072], [0.4967, 2.3970, 2.0532], [1.2181, 0.9176, 1.4732], [-1.2080, 1.9482, 0.4688], [-1.3188, 1.2041, 3.1855], [-1.3786, -1.2115, 3.2539], [0.0213, -1.3395, 2.0924]],
  "mulliken_charge": [-0.88, -0.25, 0.23, 0.00, 0.33, 0.37, 0.29, 0.19, 0.24, 0.35, 0.13, -0.51, -0.64, 0.14, -0.86, 0.30, 0.33, 0.33, 0.36, 0.27, 0.28],
  "total_charge": 1,
  "max_force_ev_per_a": 1.0,
  "lumo_energy_ev": -3.1,
  "e_homo_ha": -0.501,
  "multiplicity": 1
}



Entry 5:
{
  "formula": "C5H13N2O",
  "method": "ωB97M-V with the def2-TZVPD basis set",
  "elements": ["N", "C", "C", "C", "C", "C", "N", "O", "H", "H", "H", "H", "H", "H", "H", "H", "H", "H", "H", "H", "H"],
  "positions_angstrom": [[0.1427, -2.0640, 1.1614], [-0.3441, -0.8011, 1.2596], [-0.2216, -0.0663, -0.1310], [-1.4092, -0.7292, -1.1549], [-0.9437, -0.8371, -2.6935], [0.5575, 0.4147, 1.3020], [0.1778, 1.7231, 1.5072], [1.8069, 1.8272, -0.6428], [-0.1222, -2.6051, 1.9303], [1.6810, 0.2997, 1.2339], [2.6582, 2.2250, -0.9832], [-1.2084, -0.7217, 2.0126], [0.5742, -0.5663, -0.6279], [-0.3405, 0.9660, -0.7737], [-1.8759, -1.6892, -0.6628], [-2.1936, 0.0386, -1.0467], [-0.2047, -1.6363, -2.9221], [-0.3781, 0.1044, -2.9004], [-1.8088, -1.0033, -3.4648], [-0.0367, 2.1622, 2.4241], [0.7221, 2.3082, 0.7495]],
  "mulliken_charge": [-0.38, 0.12, -0.26, -0.51, -1.04, -0.12, -0.43, -0.63, 0.31, 0.32, 0.24, 0.39, 0.27, 0.42, 0.35, 0.38, 0.33, 0.34, 0.33, 0.26, 0.31],
  "total_charge": 1,
  "max_force_ev_per_a": 5.4,
  "lumo_energy_ev": -8.8,
  "e_homo_ha": -0.486,
  "multiplicity": 1
}



Entry 6:
{
  "formula": "C5H13N2O",
  "method": "ωB97M-V with the def2-TZVPD basis set",
  "elements": ["C", "C", "C", "C", "C", "N", "N", "O", "H", "H", "H", "H", "H", "H", "H", "H", "H", "H", "H", "H", "H"],
  "positions_angstrom": [[-0.4813, 1.8011, -2.6607], [-0.7670, 0.9912, -1.7245], [0.2843, 0.4414, 3.8833], [0.3810, -1.8933, -2.1254], [-0.2537, 0.6561, 2.4759], [0.0174, 0.1383, 1.3642], [-1.1006, 0.1630, -0.8979], [1.1238, -0.9445, -1.2880], [0.5017, 2.2429, -2.8905], [-1.3217, 2.3302, -3.1106], [-0.1118, 1.2864, 4.5466], [0.0652, -0.5283, 4.2395], [1.4043, 0.7101, 3.8980], [0.0462, -2.7258, -1.5827], [1.0182, -2.4257, -2.9730], [-0.5055, -1.3715, -2.5684], [-1.1084, 1.3297, 2.4604], [2.0902, -1.1976, -1.1994], [0.7713, -0.3677, 1.0968], [-1.4665, -0.7579, -1.1547], [-0.5871, 0.1218, 0.2109]],
  "mulliken_charge": [-0.99, 0.82, -0.92, -0.65, 0.13, -0.34, -0.46, -0.47, 0.28, 0.28, 0.30, 0.31, 0.30, 0.32, 0.28, 0.24, 0.37, 0.31, 0.15, 0.26, 0.50],
  "total_charge": 1,
  "max_force_ev_per_a": 4.2,
  "lumo_energy_ev": -3.3,
  "e_homo_ha": -0.506,
  "multiplicity": 1
}